ORCA calculation (ωB97M-V/def2-TZVPD) on the molecule C4H7NO3 at a distorted geometry.

Properties
LUMO energy in eV: 0.64
Frontier orbital gap in eV: 10.2
E_HOMO in hartree: -0.3503
SMILES: C[C@@H](C=O)NC(=O)O

Each line ends with the natural charge from an NBO analysis.
Atoms and positions in Å:
1 O 1.556 2.050 0.990  -0.509
2 C 0.617 1.353 0.756  0.443
3 C 0.877 0.027 -0.085  -0.139
4 C 0.829 0.321 -1.584  -0.624
5 N -0.072 -1.028 0.367  -0.649
6 C -1.370 -0.701 0.546  0.874
7 O -1.974 -1.497 1.452  -0.689
8 O -1.982 0.120 -0.096  -0.653
9 H -0.410 1.463 1.121  0.132
10 H 1.906 -0.232 0.155  0.219
11 H 1.282 -0.518 -2.112  0.215
12 H 1.462 1.186 -1.801  0.221
13 H -0.189 0.597 -1.849  0.237
14 H 0.397 -1.839 0.735  0.418
15 H -2.928 -1.301 1.405  0.502

=====

ORCA calculation (ωB97M-V/def2-TZVPD) on a 2-piece molecular cluster, C4H7NO3 overall at a distorted geometry.

Properties
LUMO energy in eV: -6.27
Frontier orbital gap in eV: 3.2
E_HOMO in hartree: -0.3471

Each line ends with the natural charge from an NBO analysis.
Atoms and positions in Å:
1 O 1.504 -2.393 0.668  -0.307
2 C 1.711 -1.243 0.178  0.546
3 N 2.761 -0.539 -0.082  -0.530
4 C -2.317 1.432 -1.380  0.572
5 O -1.563 2.196 -0.704  -0.517
6 O -2.025 0.483 -2.149  -0.517
7 C 0.460 -0.433 -0.054  -0.464
8 C -0.221 0.059 1.262  -0.617
9 H 3.646 -1.132 0.077  0.352
10 H -3.415 1.656 -1.328  0.191
11 H 0.898 0.436 -0.601  0.313
12 H -0.287 -0.923 -0.723  0.265
13 H -1.293 0.391 1.089  0.251
14 H 0.494 0.840 1.744  0.229
15 H -0.353 -0.830 2.001  0.234

=====

ORCA calculation (ωB97M-V/def2-TZVPD) on C4H7NO3 as an isolated structure at a distorted geometry.

Properties
LUMO energy in eV: 0.92
Frontier orbital gap in eV: 11.1
E_HOMO in hartree: -0.3731

Each line ends with the natural charge from an NBO analysis.
Atoms and positions in Å:
1 C -3.123 0.025 0.176  -0.261
2 C -0.698 0.122 -0.150  0.735
3 C 1.385 -0.018 -0.439  0.289
4 C 2.687 -0.431 0.189  -0.605
5 H -3.940 -0.616 0.369  0.209
6 H -3.456 0.849 -0.521  0.185
7 H -3.043 0.630 1.111  0.189
8 H 1.525 -0.380 -1.493  0.183
9 H 3.545 0.123 -0.519  0.212
10 H 2.832 -1.466 -0.038  0.219
11 H 2.949 0.098 1.449  0.236
12 N -0.265 1.278 -0.186  -0.258
13 O -1.888 -0.523 -0.275  -0.479
14 O 1.184 1.134 0.148  -0.342
15 O 0.306 -0.824 0.180  -0.512

=====

ORCA calculation (ωB97M-V/def2-TZVPD) on the molecule C4H7NO3 at a distorted geometry.

Properties
LUMO energy in eV: 0.74
Frontier orbital gap in eV: 10.6
E_HOMO in hartree: -0.3626
SMILES: O=CNCCOC=O

Each line ends with the natural charge from an NBO analysis.
Atoms and positions in Å:
1 O 0.810 -3.024 -1.243  -0.575
2 O 0.197 2.867 2.670  -0.587
3 O 0.275 -0.698 -1.044  -0.526
4 C 0.879 -1.823 -1.602  0.642
5 C -0.654 2.325 2.072  0.518
6 N -0.287 1.350 1.181  -0.648
7 C -0.499 -0.948 0.209  -0.105
8 C -1.236 0.338 0.688  -0.240
9 H 1.299 -1.492 -2.574  0.137
10 H -1.677 2.491 2.492  0.131
11 H 0.704 1.305 1.001  0.413
12 H -1.143 -1.897 -0.101  0.222
13 H 0.105 -1.345 1.056  0.204
14 H -1.934 0.010 1.536  0.211
15 H -1.812 0.767 -0.109  0.203

=====

ORCA calculation (ωB97M-V/def2-TZVPD) on C4H7NO3 as an isolated structure at a distorted geometry.

Properties
LUMO energy in eV: 0.09
Frontier orbital gap in eV: 9.7
E_HOMO in hartree: -0.3537

Each line ends with the natural charge from an NBO analysis.
Atoms and positions in Å:
1 C 3.474 0.224 0.080  -0.328
2 C 0.298 -0.686 -0.004  0.347
3 C -2.108 -0.346 -0.092  0.748
4 C -3.234 0.631 -0.097  -0.737
5 H 4.690 -0.004 -0.676  0.189
6 H 3.615 0.523 1.227  0.216
7 H 3.050 1.273 -0.655  0.247
8 H 0.104 -1.663 0.802  0.184
9 H -2.919 1.836 -0.625  0.257
10 H -3.981 -0.044 -0.713  0.276
11 H -3.817 0.887 1.143  0.277
12 N 1.463 -0.095 -0.364  -0.176
13 O 2.539 -0.991 -0.083  -0.405
14 O -0.815 0.036 0.186  -0.520
15 O -2.358 -1.581 -0.129  -0.575

=====

ORCA calculation (ωB97M-V/def2-TZVPD) on C4H7NO3 as an isolated structure at a distorted geometry.

Properties
LUMO energy in eV: 0.62
Frontier orbital gap in eV: 10.3
E_HOMO in hartree: -0.3555

Each line ends with the natural charge from an NBO analysis.
Atoms and positions in Å:
1 C 1.312 0.325 0.956  0.618
2 C -0.105 0.664 1.230  -0.050
3 C -1.120 0.547 0.186  0.067
4 C -1.169 0.066 -1.335  -0.088
5 H 1.063 -0.909 -0.713  0.419
6 H 2.736 -0.785 0.032  0.385
7 H -0.055 1.368 2.040  0.249
8 H -1.920 1.353 0.482  0.166
9 H -2.253 0.011 -1.682  0.214
10 H -0.427 0.556 -1.949  0.216
11 H -0.497 -1.873 -0.591  0.515
12 N 1.798 -0.886 0.397  -0.866
13 O 2.130 1.267 1.242  -0.618
14 O -1.077 -0.473 1.027  -0.475
15 O -0.416 -1.231 -1.321  -0.753

=====

ORCA calculation (ωB97M-V/def2-TZVPD) on a 2-piece molecular cluster, C4H7NO3 overall at a distorted geometry.

Properties
LUMO energy (spin up / spin down) in eV: -0.69 / -0.69
Frontier orbital gap (spin up / spin down) in eV: 8.1 / 8.1
E_HOMO (spin up / spin down) in hartree: -0.3214 / -0.3215
SMILES: CC(=O)N=O.CC=O

Each line ends with the natural charge from an NBO analysis.
Atoms and positions in Å:
1 C -2.555 0.012 1.301  -0.722
2 C -1.750 0.386 0.116  0.490
3 N 0.628 0.735 -0.599  -0.032
4 O 0.129 0.834 -1.722  -0.246
5 O -2.013 0.367 -1.040  -0.442
6 H -3.568 -0.264 1.007  0.236
7 H -2.055 -0.810 1.815  0.260
8 H -2.589 0.855 1.988  0.247
9 C 2.703 -0.412 -0.889  -0.713
10 C 1.427 -0.265 -0.082  0.617
11 O 1.224 -0.789 0.993  -0.554
12 H -0.595 0.689 0.370  0.132
13 H 3.243 0.533 -0.930  0.244
14 H 3.323 -1.172 -0.419  0.242
15 H 2.446 -0.699 -1.910  0.241

=====

ORCA calculation (ωB97M-V/def2-TZVPD) on C4H7NO3 as an isolated structure at a distorted geometry.

Properties
LUMO energy in eV: 0.38
Frontier orbital gap in eV: 10.1
E_HOMO in hartree: -0.3563

Each line ends with the natural charge from an NBO analysis.
Atoms and positions in Å:
1 C 2.356 -0.139 -0.179  -0.264
2 C 0.097 -0.249 0.370  0.316
3 C -2.123 -0.573 -0.422  0.002
4 C -1.215 0.490 0.542  0.028
5 H 2.762 0.449 -0.903  0.185
6 H 2.633 0.526 0.859  0.199
7 H 2.797 -1.242 -0.117  0.232
8 H 0.717 -0.060 1.437  0.172
9 H -2.970 -0.131 -1.261  0.232
10 H -1.682 0.424 1.667  0.229
11 H -0.930 1.922 -1.167  0.487
12 N -1.521 -1.726 -0.541  -0.124
13 O 0.821 0.174 -0.739  -0.546
14 O -0.377 -1.680 0.460  -0.433
15 O -1.364 1.815 -0.006  -0.717

=====

Per-record energy relative to the best compared isomer or geometry (same formula, charge and spin), eV: 1.106 9.069 6.737 2.338 9.887 5.055 5.375 8.690